(1)
The following is a quantum chemistry calculation of C15H30N2O2 in the gas phase in a non-equilibrium geometry, from the OMol25 dataset.

Last columns: bonded neighbours and bond lengths (Å).
Cartesian coordinates (Å):
1 C -3.95968 1.05466 4.33002  C2 1.374, H20 1.105, H21 1.238, H22 0.956
2 C -3.05994 1.52939 3.40666  C1 1.374, C3 1.565, H23 1.225, H24 1.141
3 C -1.94540 0.52156 2.96768  C2 1.565, C4 1.637, H25 1.086, H26 1.248
4 C -0.90136 1.16572 1.88341  C3 1.637, C5 1.727, H27 1.157, H28 0.940
5 C 0.28943 -0.06017 1.63453  C4 1.727, C6 1.445, H29 1.226, H30 1.037
6 C -0.16715 -1.11435 0.75834  C5 1.445, O7 1.519, N8 1.333
7 O -1.46871 -1.04393 -0.02138  C6 1.519
8 N 0.25960 -2.37483 0.68186  C6 1.333, C9 1.515, H31 1.095
9 C 0.01638 -3.62488 -0.13816  N8 1.515, C10 1.516, H32 0.948, H33 1.246
10 C 0.90218 -3.41563 -1.35022  C9 1.516, C11 1.478, N12 1.627, H34 1.104
11 C 0.73247 -4.49912 -2.34136  C10 1.478, H35 1.193, H36 1.053, H37 1.034
12 N 0.55367 -2.09546 -2.23472  C10 1.627, C13 1.480, H38 0.893
13 C 1.52972 -1.00884 -1.99497  N12 1.480, O14 1.184, C15 1.563
14 O 2.42301 -0.78267 -1.25179  C13 1.184
15 C 1.02215 0.17780 -2.87642  C13 1.563, C16 1.641, H39 1.019, H40 1.160
16 C 0.03807 1.15258 -1.99658  C15 1.641, C17 1.677, H41 1.072, H42 1.035
17 C 1.22188 1.98443 -1.14894  C16 1.677, C18 1.608, H43 1.007, H44 1.053
18 C 1.78047 3.15210 -2.10246  C17 1.608, C19 1.657, H45 1.062, H46 1.040
19 C 2.93365 3.81076 -1.11128  C18 1.657, H47 1.200, H48 1.070, H49 1.084
20 H -4.61622 0.27226 3.90930  C1 1.105
21 H -4.71235 2.01118 4.55660  C1 1.238
22 H -3.67506 0.65041 5.14849  C1 0.956
23 H -2.48416 2.52234 3.83405  C2 1.225
24 H -3.37109 2.02731 2.42891  C2 1.141
25 H -1.34648 0.22464 3.82317  C3 1.086
26 H -2.43408 -0.46067 2.37382  C3 1.248
27 H -0.06924 1.67970 2.50191  C4 1.157
28 H -1.20523 1.30903 1.00506  C4 0.940
29 H 0.65781 -0.75550 2.57479  C5 1.226
30 H 1.15128 0.39605 1.28118  C5 1.037
31 H 1.21519 -2.27946 1.20780  N8 1.095
32 H 0.14021 -4.48773 0.23401  C9 0.948
33 H -1.06448 -3.13440 -0.51635  C9 1.246
34 H 1.97292 -3.32312 -1.09712  C10 1.104
35 H -0.41229 -4.79450 -2.50093  C11 1.193
36 H 0.81413 -5.43621 -1.86744  C11 1.053
37 H 1.49964 -4.51833 -3.03377  C11 1.034
38 H -0.21415 -1.95563 -2.66913  N12 0.893
39 H 1.73083 0.63004 -3.45277  C15 1.019
40 H 0.25800 -0.25387 -3.63460  C15 1.160
41 H -0.33067 1.89974 -2.67148  C16 1.072
42 H -0.62414 0.60836 -1.41569  C16 1.035
43 H 1.79059 1.26648 -0.72991  C17 1.007
44 H 0.70974 2.50885 -0.39297  C17 1.053
45 H 1.00932 3.82899 -2.37623  C18 1.062
46 H 2.43436 2.88818 -2.86741  C18 1.040
47 H 2.25124 4.31088 -0.26083  C19 1.200
48 H 3.70078 3.22338 -0.65104  C19 1.070
49 H 3.02315 4.61245 -1.83563  C19 1.084

Summary:
- LUMO level: 0.0262 Ha
- Charge: 0
- Energy above the lowest of the compared OMol25 structures with the same formula, charge and spin: 13.082 eV
- HOMO level: -8.71 eV
- SMILES: CCCCCC(=O)NC[C@@H](C)NC(=O)CCCCC
- E: -23105.9168 eV


(2)
The following is a quantum chemistry calculation of 3 unconnected molecules or ions with the total composition C15H30NO7PS2 in a non-equilibrium geometry, from the OMol25 dataset.

Last columns: bonded neighbours and bond lengths (Å).
Cartesian coordinates (Å):
1 O -1.31676 -3.27205 2.75051  P2 1.613
2 P -1.27711 -2.81936 1.20336  O1 1.613, C3 1.907, H13 1.442, H14 1.448
3 C -2.92211 -1.90723 0.88711  P2 1.907, N4 1.521, C8 1.639, H15 1.194
4 N -4.19441 -2.40319 1.55679  C3 1.521, C5 1.513, H16 1.043
5 C -5.35692 -1.70825 0.88147  N4 1.513, O6 1.343, C7 1.672
6 O -6.42926 -1.15345 1.47044  C5 1.343
7 C -5.05192 -1.76963 -0.76177  C5 1.672, C8 1.674, H17 1.193, H18 1.169
8 C -3.39928 -1.53677 -0.63679  C3 1.639, C7 1.674, C9 1.633, H19 1.195
9 C -2.45483 -1.87792 -1.92398  C8 1.633, C10 1.632, H20 1.191, H21 1.189
10 C -2.13244 -3.45566 -2.18904  C9 1.632, C11 1.637, H22 1.178, H23 1.195
11 C -3.33144 -4.50470 -1.81326  C10 1.637, O12 1.470, H24 1.194, H25 1.184
12 O -3.47882 -4.80891 -0.38236  C11 1.470, H26 1.002
13 H -1.09621 -4.03809 0.45361  P2 1.442
14 H -0.18038 -1.88050 1.09727  P2 1.448
15 H -2.70753 -0.83327 1.36200  C3 1.194
16 H -4.27431 -3.42327 1.75677  N4 1.043
17 H -5.59625 -0.95016 -1.43666  C7 1.193
18 H -5.43843 -2.84469 -1.01023  C7 1.169
19 H -3.35939 -0.34268 -0.62091  C8 1.195
20 H -1.40707 -1.32417 -1.80745  C9 1.191
21 H -2.96513 -1.37075 -2.87089  C9 1.189
22 H -1.08887 -3.69851 -1.69829  C10 1.178
23 H -1.95328 -3.56866 -3.36463  C10 1.195
24 H -3.05061 -5.53904 -2.34059  C11 1.194
25 H -4.33026 -4.15954 -2.34619  C11 1.184
26 H -4.36694 -5.24365 -0.22251  O12 1.002
27 O 0.38862 -1.45036 -0.61343  S28 1.448
28 S 0.92307 -0.11473 -0.77646  O27 1.448, O29 1.449, C30 1.782, C33 1.787
29 O 0.14164 1.07299 -0.49513  S28 1.449
30 C 2.46444 -0.01112 0.11182  S28 1.782, C31 1.521, H34 1.091, H35 1.094
31 C 3.51027 -0.46217 -0.89691  C30 1.521, C32 1.528, H36 1.094, H37 1.097
32 C 3.13127 0.21058 -2.21539  C31 1.528, C33 1.528, H38 1.097, H39 1.094
33 C 1.62836 0.01948 -2.41237  S28 1.787, C32 1.528, H40 1.093, H41 1.093
34 H 2.42601 -0.64151 1.00183  C30 1.091
35 H 2.61697 1.03423 0.39649  C30 1.094
36 H 4.52042 -0.18968 -0.57760  C31 1.094
37 H 3.47386 -1.55185 -1.01402  C31 1.097
38 H 3.36265 1.28116 -2.15827  C32 1.097
39 H 3.69549 -0.20253 -3.05734  C32 1.094
40 H 1.17958 0.86936 -2.93279  C33 1.093
41 H 1.40996 -0.90582 -2.95255  C33 1.093
42 O 3.50597 2.55131 1.00803  S43 1.448
43 S 4.14763 3.75553 1.49202  O42 1.448, O44 1.449, C45 1.782, C48 1.787
44 O 5.58263 3.94858 1.42922  S43 1.449
45 C 3.34639 5.16129 0.74539  S43 1.782, C46 1.521, H49 1.091, H50 1.094
46 C 2.20315 5.48960 1.69407  C45 1.521, C47 1.528, H51 1.094, H52 1.097
47 C 2.78557 5.37003 3.10158  C46 1.528, C48 1.528, H53 1.097, H54 1.094
48 C 3.58468 4.06915 3.15827  S43 1.787, C47 1.528, H55 1.093, H56 1.093
49 H 3.00997 4.90852 -0.26154  C45 1.091
50 H 4.07268 5.97861 0.70622  C45 1.094
51 H 1.79860 6.48829 1.50544  C46 1.094
52 H 1.39009 4.76477 1.56759  C46 1.097
53 H 3.45090 6.22037 3.29442  C47 1.097
54 H 2.00264 5.38608 3.86622  C47 1.094
55 H 4.44787 4.15594 3.82302  C48 1.093
56 H 2.95858 3.22803 3.46843  C48 1.093

Summary:
- LUMO level: 0.0142 Ha
- Charge: 0
- HOMO level: -8.62 eV
- SMILES: O=[PH2][C@@H]1NC(=O)C[C@@H]1CCCO.O=S1(=O)CCCC1.O=S1(=O)CCCC1
- E: -62817.2466 eV


(3)
The following is a quantum chemistry calculation of 5 unconnected molecules or ions with the total composition C15H30O15 in a non-equilibrium geometry, from the OMol25 dataset.

Last columns: bonded neighbours and bond lengths (Å).
Cartesian coordinates (Å):
1 C 0.25805 5.69161 -1.22522  O2 1.434, H7 1.087, H8 1.092, H9 1.084
2 O -0.18431 4.63474 -2.08694  C1 1.434, C3 1.348
3 C -0.73638 4.98298 -3.26691  O2 1.348, O4 1.196, O5 1.317
4 O -1.04203 6.09398 -3.58647  C3 1.196
5 O -0.81423 3.87912 -3.98161  C3 1.317, C6 1.410
6 C -1.55148 3.88996 -5.18294  O5 1.410, H10 1.089, H11 1.089, H12 1.095
7 H -0.09939 6.63569 -1.62732  C1 1.087
8 H 1.34894 5.71269 -1.26938  C1 1.092
9 H -0.02288 5.43083 -0.21141  C1 1.084
10 H -2.60790 4.11632 -5.04362  C6 1.089
11 H -1.43659 2.92146 -5.66633  C6 1.089
12 H -1.11832 4.60195 -5.89377  C6 1.095
13 C -4.52623 -0.51382 6.03192  O14 1.430, H19 1.089, H20 1.091, H21 1.083
14 O -4.11305 0.45183 5.06214  C13 1.430, C15 1.321
15 C -3.53104 -0.01826 3.97380  O14 1.321, O16 1.206, O17 1.335
16 O -3.40809 -1.17330 3.64858  C15 1.206
17 O -3.09416 1.01709 3.25328  C15 1.335, C18 1.417
18 C -2.36321 0.71882 2.07676  O17 1.417, H22 1.089, H23 1.084, H24 1.092
19 H -5.58549 -0.73339 5.90286  C13 1.089
20 H -4.47602 0.01584 6.98418  C13 1.091
21 H -3.90334 -1.39972 6.06089  C13 1.083
22 H -1.66839 -0.10461 2.23248  C18 1.089
23 H -1.83848 1.59844 1.72177  C18 1.084
24 H -3.03881 0.37412 1.29061  C18 1.092
25 C 8.07399 1.15343 1.89064  O26 1.428, H31 1.089, H32 1.094, H33 1.088
26 O 7.09084 0.34906 2.54393  C25 1.428, C27 1.335
27 C 6.05652 -0.01371 1.78140  O26 1.335, O28 1.208, O29 1.323
28 O 5.62255 0.60583 0.83944  C27 1.208
29 O 5.55282 -1.15150 2.23123  C27 1.323, C30 1.442
30 C 4.58206 -1.84947 1.42446  O29 1.442, H34 1.093, H35 1.082, H36 1.087
31 H 8.96017 0.97471 2.49780  C25 1.089
32 H 7.92267 2.23640 1.90556  C25 1.094
33 H 8.16541 0.88699 0.83983  C25 1.088
34 H 4.33208 -2.58966 2.18899  C30 1.093
35 H 5.00058 -2.32734 0.54823  C30 1.082
36 H 3.64302 -1.31067 1.32494  C30 1.087
37 C -3.04649 -2.46725 -1.05131  O38 1.421, H43 1.087, H44 1.084, H45 1.092
38 O -2.85067 -3.75318 -0.48022  C37 1.421, C39 1.322
39 C -2.52657 -4.80171 -1.21777  O38 1.322, O40 1.202, O41 1.334
40 O -2.32408 -5.89251 -0.75574  C39 1.202
41 O -2.45383 -4.49821 -2.51468  C39 1.334, C42 1.442
42 C -2.08138 -5.58530 -3.38510  O41 1.442, H46 1.088, H47 1.088, H48 1.082
43 H -2.17262 -2.15075 -1.61562  C37 1.087
44 H -3.24286 -1.75537 -0.25714  C37 1.084
45 H -3.91738 -2.47348 -1.70967  C37 1.092
46 H -2.65832 -6.45835 -3.08645  C42 1.088
47 H -1.03565 -5.82464 -3.20104  C42 1.088
48 H -2.28358 -5.27233 -4.40052  C42 1.082
49 C 0.52122 -2.57245 0.41095  O50 1.414, H55 1.089, H56 1.086, H57 1.097
50 O 1.11594 -1.49309 -0.28335  C49 1.414, C51 1.339
51 C 0.37107 -0.40971 -0.53738  O50 1.339, O52 1.214, O53 1.298
52 O -0.79167 -0.32749 -0.19947  C51 1.214
53 O 1.07909 0.46145 -1.18898  C51 1.298, C54 1.439
54 C 0.53716 1.78428 -1.35067  O53 1.439, H58 1.090, H59 1.084, H60 1.082
55 H 0.06461 -2.20713 1.32998  C49 1.089
56 H 1.26174 -3.36296 0.48736  C49 1.086
57 H -0.30632 -3.08344 -0.09636  C49 1.097
58 H 0.85735 2.39443 -0.50619  C54 1.090
59 H -0.54560 1.73387 -1.37040  C54 1.084
60 H 0.97893 2.22689 -2.23404  C54 1.082

Summary:
- LUMO level: 0.0168 Ha
- Charge: 0
- Energy above the lowest of the compared OMol25 structures with the same formula, charge and spin: 1.150 eV
- HOMO level: -10.67 eV
- SMILES: COC(=O)OC.COC(=O)OC.COC(=O)OC.COC(=O)OC.COC(=O)OC
- E: -46753.0718 eV